# 1
The following is a quantum chemistry calculation of a molecular structure, C10H23K3O14 in a non-equilibrium geometry, from OMol25.

Positions of all 50 atoms, in Å:
K1 0.041 4.877 0.192
K2 0.954 2.712 -2.980
K3 -0.465 1.345 3.666
C1 -0.484 0.125 0.041
C2 -1.275 1.409 -0.152
O1 -0.789 2.372 -0.814
O2 -2.379 1.489 0.466
H1 0.503 0.190 -0.410
H2 -1.058 -0.690 -0.391
H3 -0.366 0.038 1.121
C3 -0.888 -1.378 -3.461
C4 -1.406 -0.112 -4.132
O3 -2.610 -0.090 -4.430
O4 -0.573 0.817 -4.385
H4 0.114 -1.284 -3.043
H5 -1.030 -2.246 -4.096
H6 -1.515 -1.571 -2.576
C5 2.816 2.130 1.620
C6 2.134 2.871 2.773
O5 0.961 3.347 2.567
O6 2.728 2.973 3.853
H7 3.159 2.867 0.886
H8 2.044 1.510 1.154
H9 3.622 1.486 1.947
C7 2.712 -2.926 -1.847
C8 2.442 -3.348 -3.303
O7 1.623 -4.285 -3.469
O8 3.027 -2.674 -4.190
H10 1.822 -2.447 -1.418
H11 3.453 -2.116 -1.829
H12 3.040 -3.673 -1.122
C9 3.086 -1.696 2.485
C10 2.024 -1.425 3.548
O9 2.410 -1.534 4.726
O10 0.852 -1.143 3.175
H13 3.636 -0.770 2.290
H14 2.623 -1.990 1.543
H15 3.806 -2.404 2.883
O11 -1.980 3.677 2.207
H16 -2.351 3.367 1.357
H17 -2.728 3.650 2.812
O12 -3.963 -0.849 0.659
H18 -3.465 -0.006 0.714
H19 -4.673 -0.675 0.033
O13 -4.934 2.631 -0.289
H20 -4.834 3.434 0.229
H21 -4.147 2.098 -0.061
O14 -2.900 -3.533 -0.062
H22 -2.181 -3.938 -0.560
H23 -2.639 -2.614 0.071

Total charge = -2
Orbital gap = 0.1230 hartree
HOMO level = -1.89 eV
E_tot = -3248.24254 a.u.

Atom charges from the Mulliken analysis, given in e for atoms 1 to 5: number 1, K, carries 0.948; number 2, K, carries 0.962; number 3, K, carries 0.980; number 4, C, carries -0.106; number 5, C, carries 0.825

***

# 2
The following is a quantum chemistry calculation of 10 unconnected molecules or ions with the total composition C46H45Br2F7N2O4 in a non-equilibrium geometry, from OMol25.

Positions of all 106 atoms, in Å:
C1 4.155 2.508 0.010
N1 3.447 3.512 -0.901
O1 3.243 4.660 -0.498
O2 3.352 3.168 -2.061
H1 5.229 2.690 -0.035
H2 3.889 1.508 -0.330
H3 3.728 2.732 0.988
C2 3.012 -5.506 1.452
N2 4.369 -5.961 1.061
O3 5.208 -5.126 1.212
O4 4.512 -7.111 0.697
H4 2.908 -5.470 2.537
H5 2.364 -6.348 1.209
H6 2.666 -4.554 1.051
Br1 3.011 -1.906 0.080
C3 1.268 -1.113 -0.496
C4 0.923 -0.041 0.483
Br2 0.503 -0.868 2.268
H7 0.550 -1.925 -0.608
H8 1.388 -0.552 -1.423
H9 0.104 0.595 0.148
H10 1.800 0.584 0.651
F1 1.676 -2.311 -6.380
C5 1.328 -1.147 -5.879
C6 0.849 -1.091 -4.560
C7 0.600 0.128 -3.972
C8 0.996 1.263 -4.655
C9 1.388 1.245 -5.960
C10 1.550 0.035 -6.599
H11 0.630 -1.936 -3.924
H12 0.054 0.154 -3.041
H13 0.879 2.239 -4.208
H14 1.630 2.077 -6.604
H15 2.134 0.070 -7.507
F2 1.216 2.884 1.607
C11 0.978 4.032 2.334
C12 1.884 4.414 3.367
C13 1.570 5.577 4.062
C14 0.579 6.526 3.679
C15 -0.273 6.224 2.640
C16 -0.079 4.946 2.008
H16 2.722 3.833 3.721
H17 2.200 5.754 4.920
H18 0.475 7.484 4.167
H19 -1.094 6.889 2.417
H20 -0.737 4.681 1.194
F3 2.510 -4.757 -6.295
C17 2.481 -5.157 -4.987
C18 3.106 -4.399 -4.016
C19 3.040 -4.733 -2.664
C20 2.308 -5.854 -2.232
C21 1.646 -6.647 -3.239
C22 1.822 -6.302 -4.597
H21 3.686 -3.533 -4.299
H22 3.416 -4.084 -1.887
H23 2.163 -5.946 -1.166
H24 1.049 -7.500 -2.953
H25 1.166 -6.785 -5.307
F4 -1.433 1.326 2.744
C23 -2.692 0.934 2.795
C24 -3.349 0.496 1.644
C25 -4.575 -0.122 1.815
C26 -5.196 -0.279 3.011
C27 -4.494 0.251 4.186
C28 -3.216 0.789 4.025
H26 -2.899 0.619 0.670
H27 -4.945 -0.530 0.886
H28 -6.100 -0.870 3.027
H29 -4.933 0.055 5.153
H30 -2.690 1.128 4.905
F5 0.996 -4.551 6.300
C29 0.451 -3.388 6.715
C30 0.280 -2.271 5.833
C31 -0.044 -1.094 6.331
C32 -0.417 -0.956 7.629
C33 -0.297 -2.008 8.525
C34 0.146 -3.243 8.095
H31 0.418 -2.342 4.765
H32 -0.135 -0.308 5.596
H33 -0.859 -0.024 7.946
H34 -0.555 -1.758 9.544
H35 0.310 -4.087 8.750
F6 -1.510 2.794 -0.288
C35 -1.388 3.721 -1.285
C36 -2.469 4.391 -1.808
C37 -2.272 5.525 -2.658
C38 -1.046 5.788 -3.199
C39 0.081 5.185 -2.588
C40 -0.101 4.190 -1.609
H36 -3.452 4.077 -1.488
H37 -3.063 6.075 -3.145
H38 -0.893 6.636 -3.849
H39 1.061 5.462 -2.946
H40 0.766 3.748 -1.141
F7 -1.945 -0.894 -1.562
C41 -3.151 -0.863 -2.158
C42 -3.811 -2.059 -2.452
C43 -5.127 -1.927 -2.947
C44 -5.642 -0.665 -3.210
C45 -4.962 0.522 -2.960
C46 -3.754 0.400 -2.390
H41 -3.321 -2.956 -2.105
H42 -5.698 -2.829 -3.112
H43 -6.661 -0.616 -3.566
H44 -5.378 1.514 -3.062
H45 -3.209 1.264 -2.041

Orbital gap = 0.3322 hartree
HOMO level = -9.09 eV
E_tot = -8037.10341 a.u.

Atom charges from the Mulliken analysis, given in e for atoms 1 to 5: number 1, C, carries -0.569; number 2, N, carries 0.908; number 3, O, carries -0.510; number 4, O, carries -0.508; number 5, H, carries 0.299

***

# 3
The following is a quantum chemistry calculation of a gas-phase ion, CH4NO3 (charge -1) in a non-equilibrium geometry, from OMol25.

Positions of all 9 atoms, in Å:
C1 -0.552 -0.184 0.192
N1 0.829 0.757 -0.192
O1 1.834 -0.224 -0.491
O2 -0.378 -1.431 -0.109
O3 -1.693 0.386 -0.583
H1 -0.781 0.202 1.321
H2 1.149 1.161 0.652
H3 1.381 -1.023 -0.725
H4 -1.839 -0.289 -1.240

Total charge = -1
Orbital gap = 0.2884 hartree
HOMO level = -3.23 eV
E_tot = -320.92965 a.u.

Atom charges from the Mulliken analysis, given in e for atoms 1 to 5: number 1, C, carries 0.297; number 2, N, carries -0.398; number 3, O, carries -0.409; number 4, O, carries -0.874; number 5, O, carries -0.468

***

# 4
The following is a quantum chemistry calculation of a molecular structure, C31H35GeN4O7ReS2Se2, from OMol25.

Positions of all 83 atoms, in Å:
Re1 -0.220 0.064 0.590
O1 0.218 7.062 1.791
C1 -0.629 6.247 2.181
O2 -1.722 6.399 2.759
C2 -0.354 4.787 1.795
C3 -0.233 4.444 0.452
C4 -0.160 3.120 0.079
N1 -0.152 2.135 0.984
C5 -0.196 2.457 2.289
C6 -0.309 3.756 2.728
C7 -0.221 1.260 3.192
O3 -0.133 1.315 4.385
O4 -0.395 0.118 2.512
H1 -0.229 5.220 -0.301
H2 -0.130 2.821 -0.960
H3 -0.396 3.948 3.789
O5 1.621 -2.660 -1.081
S1 1.323 -2.384 0.307
O6 -0.161 -2.028 0.471
O7 1.744 -3.374 1.254
S2 2.048 -0.472 0.749
C8 -3.703 6.228 -0.184
C9 -3.538 4.735 -0.137
C10 -3.319 3.988 -1.286
C11 -3.094 2.615 -1.240
C12 -2.793 1.885 -2.522
C13 -3.112 1.971 0.000
Se1 -2.642 0.103 0.155
C14 -3.396 2.691 1.167
C15 -3.499 2.027 2.511
C16 -3.585 4.064 1.079
H4 -3.168 6.655 -1.033
H5 -3.318 6.679 0.731
H6 -4.757 6.501 -0.285
H7 -3.284 4.490 -2.248
H8 -3.118 2.477 -3.378
H9 -3.289 0.914 -2.560
H10 -1.721 1.702 -2.633
H11 -2.707 1.297 2.678
H12 -4.441 1.478 2.597
H13 -3.463 2.770 3.306
H14 -3.716 4.640 1.988
C17 3.300 -5.735 2.469
Ge1 4.259 -4.057 2.775
C18 4.928 -3.118 1.191
C19 5.901 -4.644 3.728
C20 3.543 -2.869 4.176
Se2 2.085 -1.587 4.007
C21 0.624 -2.839 4.273
H15 3.950 -6.413 1.913
H16 2.374 -5.596 1.919
H17 3.084 -6.192 3.436
H18 5.832 -3.617 0.836
H19 5.187 -2.095 1.469
H20 4.205 -3.080 0.379
H21 6.485 -5.322 3.103
H22 5.647 -5.173 4.649
H23 6.533 -3.793 3.986
H24 4.408 -2.267 4.467
H25 3.309 -3.497 5.040
H26 0.655 -3.603 3.499
H27 -0.296 -2.263 4.188
H28 0.693 -3.284 5.264
N2 -2.166 -4.493 -8.798
C22 -1.787 -3.879 -7.903
C23 -1.316 -3.107 -6.790
C24 -0.821 -1.821 -7.004
C25 -0.367 -1.073 -5.934
C26 -0.401 -1.618 -4.658
C27 -0.879 -2.904 -4.437
C28 -1.346 -3.645 -5.506
N3 0.055 -0.858 -3.555
C29 1.111 0.036 -3.532
C30 1.146 0.542 -2.277
N4 0.107 0.006 -1.549
C31 -0.526 -0.827 -2.345
H29 -0.809 -1.409 -8.003
H30 -0.008 -0.064 -6.084
H31 -0.854 -3.326 -3.441
H32 -1.720 -4.647 -5.350
H33 1.774 0.155 -4.369
H34 1.847 1.225 -1.833
H35 -1.396 -1.398 -2.070

Total charge = -1
Orbital gap (alpha / beta) = 0.2054 / 0.2220 hartree
HOMO level (alpha / beta) = -5.23 / -5.26 eV
Spin multiplicity = 2
E_tot = -9702.64301 a.u.

Atom charges from the Mulliken analysis, given in e for atoms 1 to 5: number 1, Re, carries 0.387; number 2, O, carries -0.735; number 3, C, carries 0.017; number 4, O, carries -0.680; number 5, C, carries 0.690

***

What is the E_tot in the first record? -3248.24254 a.u.

***

Which value of E_tot does entry 2 give? -8037.10341 a.u.